one:
The following is a DFT calculation (ωB97M-V/def2-TZVPD) of an isolated ion of composition C5H16NSi and charge +1.

```
! RIJCOSX wB97M-V def2-TZVPD def2/J DEFGRID3
* xyz 1 1
C -2.39 -1.40 0.27
C -1.76 -0.07 -0.34
C -0.67 0.66 0.41
N -0.41 1.94 -0.37
Si 1.05 -0.54 0.49
C 2.45 0.39 1.24
C 1.48 -0.93 -1.31
H -2.63 -1.28 1.29
H -1.49 -2.02 0.33
H -3.02 -1.93 -0.38
H -1.42 -0.29 -1.32
H -2.50 0.73 -0.36
H -1.13 0.98 1.34
H -1.01 2.74 -0.08
H 0.58 2.19 -0.56
H -0.65 1.85 -1.41
H 0.77 -1.88 1.31
H 3.42 -0.17 1.55
H 2.78 1.39 0.91
H 2.04 0.62 2.29
H 0.48 -1.15 -1.83
H 1.83 -0.05 -1.94
H 2.20 -1.77 -1.53
*
```

Properties
frontier orbital gap	10.9	eV

***

two:
The following is a DFT calculation (ωB97M-V/def2-TZVPD) of an isolated ion of composition C5H16NSi and charge +1.

```
! RIJCOSX wB97M-V def2-TZVPD def2/J DEFGRID3
* xyz 1 1
C -2.20 0.36 -0.97
C -1.65 0.32 0.48
C -0.35 -0.44 0.73
N -0.69 -1.84 0.17
Si 1.08 0.41 -0.28
C 1.51 1.97 0.63
C 2.46 -1.05 -0.57
H -2.63 -0.62 -1.20
H -1.54 0.73 -1.71
H -3.05 0.98 -0.75
H -1.38 1.33 0.87
H -2.46 0.14 1.18
H -0.17 -0.44 1.76
H -0.11 -2.74 0.27
H -1.52 -2.27 0.54
H -0.95 -1.86 -0.83
H 0.61 0.79 -1.66
H 1.41 1.81 1.68
H 2.49 2.21 0.52
H 0.86 2.77 0.37
H 2.53 -1.74 0.30
H 2.05 -1.68 -1.42
H 3.52 -0.69 -0.60
*
```

Properties
frontier orbital gap	10.8	eV

***

Of them, one has the lowest stability.

***

one:
The following is a DFT calculation (ωB97M-V/def2-TZVPD) of a 2-piece molecular cluster, C2H2Cl3NS overall.

```
! RIJCOSX wB97M-V def2-TZVPD def2/J DEFGRID3
* xyz 0 1
C -2.04 -0.05 -0.11
C 1.85 0.40 0.04
N -1.44 -1.05 0.37
S -0.21 -2.01 0.08
Cl 3.29 -0.52 -0.11
Cl 1.67 1.22 1.54
Cl 1.53 1.40 -1.34
H -1.75 0.37 -1.09
H -2.90 0.23 0.61
*
```

Properties
frontier orbital gap (spin up / spin down)	7.2 / 7.8	eV

***

two:
The following is a DFT calculation (ωB97M-V/def2-TZVPD) of a 2-piece molecular cluster, C2H2Cl3NS overall.

```
! RIJCOSX wB97M-V def2-TZVPD def2/J DEFGRID3
* xyz 0 1
C 1.78 1.59 0.06
C -1.41 -1.62 -0.21
N 0.72 1.53 0.74
S -0.56 0.75 1.19
Cl -2.96 -1.88 0.54
Cl -0.30 -2.80 -0.15
Cl -1.61 -0.89 -1.83
H 2.08 0.77 -0.61
H 2.27 2.56 0.28
*
```

Properties
frontier orbital gap (spin up / spin down)	7.8 / 7.5	eV

***

Of them, one has the lowest stability.

***

one:
The following is a DFT calculation (ωB97M-V/def2-TZVPD) of a 2-piece molecular cluster, C4H3NO overall.

```
! RIJCOSX wB97M-V def2-TZVPD def2/J DEFGRID3
* xyz 0 1
C 1.52 0.71 0.11
C 1.88 -0.44 -0.17
C -1.87 -0.62 0.39
C -0.76 0.08 -0.03
N -2.92 -1.05 0.47
O 2.20 -1.57 -0.37
H -1.00 1.12 0.22
H -0.74 0.05 -1.11
H 1.71 1.72 0.48
*
```

Properties
frontier orbital gap (spin up / spin down)	8.0 / 7.6	eV

***

two:
The following is a DFT calculation (ωB97M-V/def2-TZVPD) of one molecule with the formula C4H3NO.

```
! RIJCOSX wB97M-V def2-TZVPD def2/J DEFGRID3
* xyz 0 1
N -2.34 -1.43 -0.05
C -1.76 -0.44 -0.04
C -0.98 0.78 -0.02
C 0.42 0.38 -0.02
C 1.49 -0.15 -0.10
O 2.72 -0.57 -0.17
H -1.22 1.36 0.87
H -1.21 1.37 -0.91
H 2.88 -1.30 0.45
*
```

Properties
frontier orbital gap	10.1	eV

***

three:
The following is a DFT calculation (ωB97M-V/def2-TZVPD) of one molecule with the formula C4H3NO.

```
! RIJCOSX wB97M-V def2-TZVPD def2/J DEFGRID3
* xyz 0 1
O -1.79 0.68 -0.42
C -0.24 -0.66 -0.18
C 1.11 -0.28 -0.27
C 2.27 0.06 -0.34
C -1.16 -0.11 0.78
N -1.42 -0.18 1.95
H -1.48 1.60 -0.32
H -0.58 -1.47 -0.81
H 3.29 0.35 -0.40
*
```

Properties
frontier orbital gap (spin up / spin down)	9.3 / 6.1	eV

***

Of them, three has the lowest stability.

***

one:
The following is a DFT calculation (ωB97M-V/def2-TZVPD) of a 2-piece molecular cluster, C4H3NO overall.

```
! RIJCOSX wB97M-V def2-TZVPD def2/J DEFGRID3
* xyz 0 1
C -1.95 0.75 0.04
C -1.10 -0.11 0.49
C -0.66 -1.32 0.32
O 0.04 -2.23 0.39
H -2.59 0.35 -0.69
H -1.93 1.83 0.22
C 2.70 0.26 -0.35
N 3.08 1.19 0.16
H 2.41 -0.73 -0.58
*
```

Properties
frontier orbital gap	8.6	eV

***

two:
The following is a DFT calculation (ωB97M-V/def2-TZVPD) of one molecule with the formula C4H3NO.

```
! RIJCOSX wB97M-V def2-TZVPD def2/J DEFGRID3
* xyz 0 1
C -0.71 2.13 -0.86
C -0.35 1.23 -0.14
C 0.14 0.19 0.73
N -0.72 -1.09 0.95
C 0.32 -1.15 0.26
O 1.06 -1.96 -0.48
H -1.03 2.93 -1.50
H 0.69 0.54 1.60
H 0.60 -2.82 -0.55
*
```

Properties
frontier orbital gap	10.2	eV

***

Of them, two has the lowest stability.

***

one:
The following is a DFT calculation (ωB97M-V/def2-TZVPD) of one molecule with the formula C2H3NOS.

```
! RIJCOSX wB97M-V def2-TZVPD def2/J DEFGRID3
* xyz 0 1
C 0.02 0.11 0.42
C -0.29 -0.84 -0.42
N -0.88 -2.00 0.34
O -1.11 -1.81 1.53
S -0.86 -3.33 -0.43
H 0.55 0.98 0.04
H -0.22 -0.04 1.51
H -0.12 -0.93 -1.43
*
```

Properties
frontier orbital gap	8.4	eV

***

two:
The following is a DFT calculation (ωB97M-V/def2-TZVPD) of one molecule with the formula C2H3NOS.

```
! RIJCOSX wB97M-V def2-TZVPD def2/J DEFGRID3
* xyz 0 1
C 0.46 -0.39 -0.43
C -0.78 0.51 0.04
N -2.05 0.43 0.37
O 2.93 -0.52 0.28
S 1.75 0.38 0.18
H 0.28 -1.40 -0.91
H -0.26 1.56 0.22
H -2.32 -0.57 0.25
*
```

Properties
frontier orbital gap	9.0	eV

***

Of them, one has the lowest stability.

***

one:
The following is a DFT calculation (ωB97M-V/def2-TZVPD) of one molecule with the formula C2H3NOS.

```
! RIJCOSX wB97M-V def2-TZVPD def2/J DEFGRID3
* xyz 0 1
C -0.53 -1.26 0.06
N 0.77 -1.17 -0.03
O 1.24 0.10 -0.22
C 0.25 1.12 0.04
S -1.43 0.22 -0.12
H -1.17 -2.22 0.07
H 0.39 1.45 1.10
H 0.48 1.76 -0.89
*
```

Properties
frontier orbital gap	9.5	eV

***

two:
The following is a DFT calculation (ωB97M-V/def2-TZVPD) of one molecule with the formula C2H3NOS.

```
! RIJCOSX wB97M-V def2-TZVPD def2/J DEFGRID3
* xyz 0 1
O 3.02 -0.26 -0.26
C 1.86 -0.07 -0.17
N 0.69 0.22 0.02
C -0.87 0.37 0.32
S -1.66 -1.21 -0.08
H -1.24 1.29 -0.13
H -1.02 0.65 1.42
H -0.77 -1.01 -1.13
*
```

Properties
frontier orbital gap	10.2	eV

***

Of them, one has the lowest stability.

***

one:
The following is a DFT calculation (ωB97M-V/def2-TZVPD) of one molecule with the formula C2H3NOS.

```
! RIJCOSX wB97M-V def2-TZVPD def2/J DEFGRID3
* xyz 0 1
C -1.44 0.38 0.12
N -1.09 -0.67 -0.42
S 0.35 -1.48 -0.08
C 1.57 -0.23 -0.04
O 1.32 0.89 -0.31
H -2.43 0.69 -0.25
H -0.80 1.13 0.68
H 2.51 -0.70 0.31
*
```

Properties
frontier orbital gap	9.8	eV

***

two:
The following is a DFT calculation (ωB97M-V/def2-TZVPD) of one molecule with the formula C2H3NOS.

```
! RIJCOSX wB97M-V def2-TZVPD def2/J DEFGRID3
* xyz 0 1
O -0.38 -1.90 0.03
C -0.70 -0.72 0.14
N 0.30 0.33 0.03
C 1.51 -0.34 -0.42
S 2.99 -0.55 0.19
H -1.50 -0.55 0.92
H -0.13 1.16 -0.17
H 1.45 -0.49 -1.64
*
```

Properties
frontier orbital gap	8.5	eV

***

Of them, two has the lowest stability.

***

one:
The following is a DFT calculation (ωB97M-V/def2-TZVPD) of an isolated ion of composition C2H4NO2S and charge +1.

```
! RIJCOSX wB97M-V def2-TZVPD def2/J DEFGRID3
* xyz 1 1
C -0.03 0.65 0.48
C -0.09 -0.84 0.03
N -0.32 0.85 1.91
O 0.20 1.62 2.61
O -0.34 -1.01 2.54
S -0.90 -1.86 1.48
H 0.78 1.32 0.38
H -0.85 1.21 0.04
H -0.74 -0.94 -0.89
H 0.86 -1.07 -0.37
*
```

Properties
frontier orbital gap (spin up / spin down)	7.6 / 8.5	eV

***

two:
The following is a DFT calculation (ωB97M-V/def2-TZVPD) of an isolated ion of composition C2H4NO2S and charge +1.

```
! RIJCOSX wB97M-V def2-TZVPD def2/J DEFGRID3
* xyz 1 1
C -0.10 0.42 2.48
N -0.04 0.04 1.42
S 0.57 -0.75 -0.47
C -0.43 0.27 -1.43
O 1.92 -0.40 -0.47
O 0.16 -2.10 -0.26
H -0.06 0.92 3.47
H -1.44 -0.12 -1.43
H -0.48 1.19 -0.80
H -0.10 0.52 -2.49
*
```

Properties
frontier orbital gap	11.9	eV

***

Of them, one has the lowest stability.

***

one:
The following is a DFT calculation (ωB97M-V/def2-TZVPD) of one molecule with the formula C3H6NP.

```
! RIJCOSX wB97M-V def2-TZVPD def2/J DEFGRID3
* xyz 0 1
C -1.02 -1.18 -0.13
C -0.52 -0.02 0.84
P 0.58 1.06 0.26
C 1.53 0.18 -0.98
N 2.59 0.09 -1.46
H -0.23 -1.28 -0.95
H -1.03 -2.08 0.57
H -2.01 -1.24 -0.51
H -1.35 0.20 1.57
H 1.21 1.93 1.14
H 0.24 2.33 -0.34
*
```

Properties
frontier orbital gap	7.6	eV

***

two:
The following is a DFT calculation (ωB97M-V/def2-TZVPD) of C3H6NP as an isolated structure.

```
! RIJCOSX wB97M-V def2-TZVPD def2/J DEFGRID3
* xyz 0 1
C 0.40 0.76 -1.55
C -0.63 -0.96 -0.21
C 0.35 0.19 -0.24
N 0.58 1.21 -2.59
P 0.44 1.30 1.23
H -1.51 -0.75 0.39
H -1.03 -1.35 -1.18
H -0.04 -1.83 0.33
H 1.61 -0.18 0.09
H 0.77 0.15 2.12
H -0.95 1.46 1.61
*
```

Properties
frontier orbital gap	10.4	eV

***

three:
The following is a DFT calculation (ωB97M-V/def2-TZVPD) of one molecule with the formula C3H6NP.

```
! RIJCOSX wB97M-V def2-TZVPD def2/J DEFGRID3
* xyz 0 1
C -0.12 -0.55 2.13
C -0.93 -0.45 1.10
N -0.68 -1.12 -0.11
P -0.25 -0.30 -1.37
C 0.53 1.10 -1.78
H -0.13 -0.03 3.18
H 0.84 -1.04 1.95
H -1.86 -0.07 1.03
H -0.50 -1.09 -2.38
H 0.82 1.30 -2.77
H 0.87 1.78 -1.02
*
```

Properties
frontier orbital gap	9.3	eV

***

Of them, one has the lowest stability.

***

one:
The following is a DFT calculation (ωB97M-V/def2-TZVPD) of a 4-piece molecular cluster, C4H4Cl12 overall.

```
! RIJCOSX wB97M-V def2-TZVPD def2/J DEFGRID3
* xyz 0 1
Cl -2.87 -13.49 -10.06
C -4.24 -12.46 -10.21
Cl -5.07 -12.09 -8.66
Cl -5.32 -13.25 -11.34
H -3.80 -11.56 -10.66
Cl -1.96 -13.19 -5.65
C -3.11 -11.86 -5.47
Cl -2.65 -10.76 -4.12
Cl -4.72 -12.54 -5.15
H -3.25 -11.24 -6.38
Cl -1.81 -9.47 -10.01
C -0.39 -9.59 -8.91
Cl -0.29 -11.25 -8.47
Cl -0.59 -8.43 -7.63
H 0.34 -9.27 -9.68
Cl -5.36 -8.52 -7.81
C -6.27 -9.06 -6.39
Cl -7.74 -8.19 -6.35
Cl -5.36 -8.85 -4.99
H -6.57 -10.06 -6.60
*
```

Properties
frontier orbital gap	11.3	eV

***

two:
The following is a DFT calculation (ωB97M-V/def2-TZVPD) of C4H4Cl12 as an isolated structure.

```
! RIJCOSX wB97M-V def2-TZVPD def2/J DEFGRID3
* xyz 0 1
C 6.26 -14.09 -1.71
Cl 7.58 -13.10 -2.35
Cl 5.25 -14.92 -2.96
Cl 5.04 -13.12 -0.78
H 6.72 -14.79 -1.02
C 8.17 -17.15 -3.74
Cl 8.71 -15.59 -4.36
Cl 8.11 -17.17 -1.96
Cl 9.23 -18.42 -4.33
H 7.22 -17.49 -4.16
C 11.30 -18.71 -1.57
Cl 10.43 -18.80 -0.02
Cl 12.49 -20.00 -1.72
Cl 12.07 -17.19 -1.97
H 10.50 -18.91 -2.28
C 4.54 -19.29 -3.59
Cl 5.35 -20.60 -2.61
Cl 2.97 -19.70 -4.15
Cl 5.39 -19.01 -5.09
H 4.42 -18.29 -3.17
*
```

Properties
frontier orbital gap	11.3	eV

***

Of them, two has the lowest stability.

***

one:
The following is a DFT calculation (ωB97M-V/def2-TZVPD) of an isolated ion of composition C2H4NO2 and charge +1.

```
! RIJCOSX wB97M-V def2-TZVPD def2/J DEFGRID3
* xyz 1 1
C -1.56 0.10 -0.98
C -0.21 0.27 -0.32
N 1.44 -0.30 1.25
O -1.88 0.84 -1.86
O 0.16 -0.47 0.61
H -2.18 -0.72 -0.59
H 0.41 1.08 -0.73
H 2.13 0.28 0.78
H 1.67 -1.08 1.85
*
```

Properties
frontier orbital gap	8.9	eV

***

two:
The following is a DFT calculation (ωB97M-V/def2-TZVPD) of an isolated ion of composition C2H4NO2 and charge +1.

```
! RIJCOSX wB97M-V def2-TZVPD def2/J DEFGRID3
* xyz 1 1
N -0.98 0.15 -0.31
C 0.07 -0.09 0.67
O 1.06 -1.08 -0.23
C 1.45 0.12 0.07
O 2.28 0.88 0.06
H -0.66 0.56 -1.24
H -1.63 0.76 -0.02
H -1.59 -0.75 -0.63
H 0.00 -0.54 1.63
*
```

Properties
frontier orbital gap	10.8	eV

***

Of them, one has the lowest stability.

***

one:
The following is a DFT calculation (ωB97M-V/def2-TZVPD) of one molecule with the formula C6H15BrSi.

```
! RIJCOSX wB97M-V def2-TZVPD def2/J DEFGRID3
* xyz 0 1
C -2.36 1.46 2.27
C -2.07 0.30 1.22
C -0.63 0.25 0.77
C -0.34 -0.66 -0.44
Br -1.11 -2.70 0.31
Si 1.34 -1.11 -1.26
C 1.37 0.36 -2.53
C 2.93 -0.81 -0.17
H -2.91 2.23 1.63
H -1.42 1.79 2.55
H -3.04 1.04 2.96
H -2.81 0.20 0.35
H -2.50 -0.60 1.74
H -0.19 1.23 0.52
H -0.14 -0.20 1.58
H -1.13 -0.34 -1.24
H 1.18 -2.31 -2.02
H 1.20 1.42 -2.13
H 2.33 0.20 -3.01
H 0.61 0.27 -3.41
H 2.66 -0.11 0.65
H 3.33 -1.52 0.50
H 3.70 -0.37 -0.84
*
```

Properties
frontier orbital gap	9.7	eV

***

two:
The following is a DFT calculation (ωB97M-V/def2-TZVPD) of a 2-piece molecular cluster, C6H15BrSi overall.

```
! RIJCOSX wB97M-V def2-TZVPD def2/J DEFGRID3
* xyz 0 1
C -1.34 1.27 -1.22
C -0.58 1.20 -3.62
C 1.73 -1.70 1.36
C 0.33 -0.70 3.21
C -0.33 1.81 -2.23
C 0.32 -1.37 1.84
Si 1.45 1.33 -1.67
Br 2.50 3.36 -1.90
H -1.27 0.19 -1.13
H -1.16 1.70 -0.23
H -2.36 1.52 -1.51
H -1.61 1.39 -3.94
H -0.43 0.12 -3.60
H 0.09 1.63 -4.36
H 2.34 -0.81 1.32
H 2.20 -2.41 2.03
H 1.69 -2.14 0.36
H 0.75 -1.36 3.96
H -0.68 -0.44 3.51
H 0.92 0.22 3.18
H -0.47 2.89 -2.31
H -0.16 -0.70 1.12
H -0.27 -2.28 1.89
*
```

Properties
frontier orbital gap	7.9	eV

***

Of them, one has the lowest stability.